Density functional theory data (the ωB97M-V functional and the def2-TZVPD basis) for a structure of composition C26H18InN2OS3SiTe at a distorted geometry.

Each line ends with the Mulliken charge.
Cartesian coordinates (Å):
Te 9.258 15.154 10.526  -0.098
In 11.909 15.438 10.019  0.868
S 8.101 18.303 10.377  -0.154
S 13.010 16.152 7.963  -0.324
S 12.426 17.683 10.970  -0.328
Si 13.221 12.560 9.716  0.114
O 12.857 13.747 10.747  -0.855
N 13.521 20.984 9.907  -0.469
N 14.156 19.160 6.413  -0.564
C 17.852 12.243 9.951  -0.636
C 7.887 19.145 8.920  -0.407
C 12.576 12.744 8.006  0.322
C 8.392 18.478 7.850  -0.723
C 12.370 10.969 10.418  0.303
C 17.151 13.137 10.712  -0.448
C 11.048 8.726 11.502  -0.483
C 15.772 13.341 10.539  -0.552
C 17.125 11.412 9.175  -0.533
C 11.313 8.800 10.133  -0.594
C 13.173 18.439 9.649  0.774
C 13.416 17.795 8.464  0.376
C 12.025 10.909 11.783  -0.569
C 10.662 12.725 6.506  -0.744
C 8.893 17.009 9.567  -0.078
C 11.359 9.804 12.258  -0.406
C 11.227 12.593 7.757  0.020
C 11.971 9.871 9.563  -0.212
C 15.063 12.407 9.780  0.079
C 13.463 19.856 9.749  -0.193
C 12.916 13.000 5.680  -0.585
C 13.476 12.939 6.972  -0.120
C 8.945 17.248 8.230  0.167
C 15.729 11.444 9.088  0.141
C 13.794 18.513 7.313  -0.187
C 11.509 13.067 5.482  -0.577
H 17.616 13.853 11.372  0.350
H 18.907 12.135 10.023  0.415
H 11.161 7.896 9.500  0.250
H 10.601 7.900 12.002  0.419
H 12.105 9.932 8.523  0.501
H 12.174 11.749 12.414  0.461
H 15.257 10.845 8.354  0.496
H 10.551 12.463 8.590  0.540
H 9.545 12.750 6.328  0.319
H 15.229 14.079 11.177  0.315
H 7.304 20.031 8.881  0.403
H 9.311 16.426 7.507  0.187
H 11.092 13.289 4.517  0.400
H 13.666 13.293 4.854  0.201
H 11.134 9.663 13.343  0.254
H 8.203 18.687 6.810  0.361
H 14.566 13.035 7.073  0.423
H 17.605 10.608 8.670  0.377

HOMO level in hartree: -0.1898
E in eV: -85136.40628
Net charge: -1
ΔE to the lowest compared entry with this formula, charge and spin in kJ/mol: 59.8
Largest force on an atom in eV Å⁻¹: 3.27